{
  "formula": "C3HF2NO",
  "method": "ωB97M-V/def2-TZVPD",
  "homo_ev": -10.2,
  "lumo_energy_ha": -0.0182,
  "total_energy_ha": -444.53487,
  "elements": ["C", "C", "C", "N", "O", "F", "F", "H"],
  "positions_angstrom": [[-1.139, 1.038, -0.264], [1.390, -0.406, -0.269], [-0.589, -0.091, 0.447], [-1.416, 1.824, -1.051], [1.548, -0.233, -1.415], [-1.200, -1.300, 0.283], [-0.554, 0.209, 1.836], [1.959, -1.041, 0.433]],
  "forces_ev_per_a": [[-0.1, -0.8, -0.6], [-3.4, -0.5, -0.3], [3.0, -0.7, 1.8], [-0.1, 0.4, 0.0], [0.3, 0.3, 0.9], [0.3, 1.5, 0.1], [-0.1, -0.7, -2.1], [0.1, 0.5, 0.2]]
}

***

{
  "formula": "C3HF2NOS",
  "method": "ωB97M-V/def2-TZVPD",
  "homo_ev": -9.0,
  "lumo_energy_ha": -0.0352,
  "total_energy_ha": -842.71081,
  "elements": ["C", "C", "C", "H", "N", "O", "F", "F", "S"],
  "positions_angstrom": [[0.837, 0.086, -0.028], [-1.162, 0.637, -0.097], [-1.112, -0.680, -0.032], [2.518, -1.241, 1.267], [0.156, 1.221, -0.119], [0.148, -1.120, -0.119], [-2.124, 1.437, 0.157], [-2.122, -1.412, 0.019], [2.628, 0.073, -0.007]],
  "forces_ev_per_a": [[1.6, 1.8, -1.3], [3.5, 1.8, 0.3], [0.7, 2.5, -0.8], [0.5, 3.0, -2.9], [-0.8, -4.4, 0.8], [0.8, 1.0, 0.8], [-2.3, 1.1, -0.1], [-2.4, -3.4, 0.3], [-1.6, -3.5, 3.0]]
}